[1]
# C4H6N2O

An isolated molecule of C4H6N2O in a non-equilibrium geometry (the ωB97M-V functional and the def2-TZVPD basis, the Open Molecules 2025 dataset).

Positions of all 13 atoms, in Å:
C 1.304 0.492 0.687
C -0.032 1.013 0.342
H -0.208 2.089 0.362
H 1.369 -0.483 1.167
H -2.156 0.572 0.113
C 0.301 -0.689 -1.111
H 2.112 1.181 0.921
N 0.878 0.540 -0.723
H -1.397 -0.303 1.466
O 0.639 -1.538 -1.953
N -0.824 -1.012 -0.491
H -0.724 -1.913 -1.225
C -1.244 0.056 0.440

Cartesian forces (eV/Å) of the 3 atoms listed first:
0.128 -0.054 0.246
-0.219 -0.053 0.023
-0.046 -0.320 0.006

ΔE to the lowest compared entry with this formula, charge and spin: 71.4 kcal/mol
HOMO level: -0.353 Eh
E: -340.68116 Ha
SMILES: O=C1NC[C@H]2CN12

Löwdin atomic charge list, values in e, 6 entries:
1. C -0.067
2. C -0.215
3. H 0.139
4. H 0.126
5. H 0.110
6. C -0.595

***

[2]
# C4H6N2O

An isolated molecule of C4H6N2O (the ωB97M-V functional and the def2-TZVPD basis, the Open Molecules 2025 dataset).

Positions of all 13 atoms, in Å:
O 1.675 -0.739 -1.601
H -2.624 0.729 0.847
H 3.340 -0.884 0.206
C 1.528 -0.301 -0.478
H -2.482 -1.029 0.674
C -2.415 -0.082 0.136
C -1.065 0.210 -0.393
H -3.161 -0.031 -0.663
C 0.322 0.507 -0.086
N -0.535 0.911 -1.281
N 2.514 -0.370 0.472
H 0.510 1.278 0.665
H 2.310 -0.309 1.456

Cartesian forces (eV/Å) of the 3 atoms listed first:
-0.069 -0.017 0.399
-0.035 -0.216 -0.064
-0.109 -0.035 0.053

ΔE to the lowest compared entry with this formula, charge and spin: 44.5 kcal/mol
HOMO level: -0.360 Eh
E: -340.72404 Ha
SMILES: CC1=N[C@@H]1C(N)=O

Löwdin atomic charge list, values in e, 6 entries:
1. O 0.059
2. H 0.093
3. H 0.104
4. C -0.529
5. H 0.080
6. C -0.013